O2 | ωB97M-V/def2-TZVPD

Computed properties:
Energy above the lowest of the compared OMol25 structures with the same formula, charge and spin (kcal/mol): 0.0
HOMO level (eV): -9.97
SMILES: O=O
Charge: 0
Multiplicity: 1
Kohn-Sham gap (eV): 7.876

The geometry in XYZ format:
```
2
Properties=species:S:1:pos:R:3:nbo_charge:R:1
O 0.00 0.00 0.60 0.00
O 0.00 0.00 -0.60 0.00
```